(1)
Computed, not measured: a cluster of 12 separate species, C40H64N8O4S4 in total, with ωB97M-V/def2-TZVPD.

CARTESIAN COORDINATES (ANGSTROEM)
S1 -3.2797 -5.7367 2.1209
S2 -0.5952 -0.0723 -0.3903
S3 -2.2608 -0.9308 4.5609
S4 -1.2462 4.7552 1.7124
O1 -1.5171 3.3367 2.1008
O2 -3.6081 -5.7218 3.5635
O3 -0.9497 -1.1245 3.8572
O4 -1.0325 1.0344 -1.3092
N1 -3.6034 2.0651 -1.6781
N2 -0.8755 -4.7990 -4.4098
N3 2.0243 3.2543 -3.2059
N4 3.4346 -0.5479 -2.8714
N5 2.0018 -5.0189 -0.4628
N6 1.5961 -0.6506 4.7248
N7 -1.9419 1.2515 -5.9368
N8 3.8265 4.1061 2.3098
C1 2.3026 4.3344 -4.0056
C2 0.5313 5.0350 1.7846
C3 -2.1173 -7.0626 1.8187
C4 -2.6460 0.8244 4.5766
C5 1.6750 -2.8761 -0.0471
C6 3.2326 1.9840 2.5055
C7 3.8380 2.8970 1.6727
C8 0.1269 4.3825 -3.4363
C9 4.7852 -0.7344 -2.8943
C10 2.8350 2.6832 3.6710
C11 -0.0312 -3.9266 -5.0367
C12 -5.3824 2.7110 -2.8251
C13 1.2076 -4.9626 0.6540
C14 3.1755 4.0003 3.5182
C15 2.2266 -3.7581 -0.9414
C16 -1.6557 -0.1920 -4.2620
C17 -5.4634 3.2604 -1.5233
C18 0.1359 -2.8388 -4.2191
C19 4.1894 0.1776 -0.9280
C20 -0.5503 -3.1202 -2.9986
C21 1.0427 -3.6349 0.9683
C22 -4.2232 1.9825 -2.8986
C23 3.1411 -0.8106 6.3137
C24 0.2505 0.7151 0.9710
C25 1.1247 4.9926 -4.2480
C26 2.7025 -1.2097 4.1463
C27 -2.5913 -0.7259 -5.2094
C28 -2.6948 0.1432 -6.2528
C29 -1.9733 -1.2096 6.2997
C30 5.2831 -0.3027 -1.6926
C31 -1.4146 5.0065 -0.0802
C32 3.0622 0.0294 -1.6852
C33 -1.2203 -4.2995 -3.1748
C34 -1.3182 1.0414 -4.7487
C35 -4.3551 2.8224 -0.8306
C36 3.6857 -1.2863 5.0924
C37 -2.0792 -0.5019 0.5172
C38 -2.1113 -4.4037 1.8015
C39 0.6880 3.2488 -2.9057
C40 1.8614 -0.4166 6.0336
H1 -2.8015 -0.8011 6.8779
H2 -0.9200 4.6029 -3.2951
H3 -3.2064 0.0369 -7.1932
H4 0.8971 -5.8584 1.1625
H5 -1.8245 5.9977 -0.2456
H6 0.8355 4.9604 2.8186
H7 -0.2864 1.5111 1.4892
H8 2.7231 2.6737 -2.7729
H9 0.9963 4.2995 1.1194
H10 -1.7521 -1.0805 1.3859
H11 -2.7505 1.5554 -1.4522
H12 -2.1785 1.1996 3.6617
H13 -1.0249 -0.7595 6.5937
H14 2.0258 0.2223 -1.4797
H15 4.1974 4.9474 1.9063
H16 -1.9396 -4.3943 0.7241
H17 -1.3303 -0.6320 -3.3427
H18 -4.0554 2.9214 0.2013
H19 1.0023 5.8315 -4.9132
H20 4.1746 0.5575 0.0809
H21 -2.5170 -8.0178 2.1458
H22 -0.6543 1.7749 -4.3225
H23 -3.0692 -1.6879 -5.1029
H24 -2.0970 4.2356 -0.4377
H25 -1.7702 2.0294 -6.5472
H26 0.4742 -0.1096 1.6544
H27 0.7537 5.9828 1.2911
H28 2.4266 2.2195 4.5555
H29 -1.8585 -4.8911 -2.5409
H30 -1.1559 -5.7048 -4.7379
H31 4.3206 2.7622 0.7196
H32 -6.2731 3.7987 -1.0575
H33 -3.7839 1.3571 -3.6580
H34 6.3116 -0.3209 -1.3738
H35 3.0067 4.8891 4.1002
H36 0.5479 -3.2205 1.8326
H37 2.7874 -0.8673 -3.5706
H38 3.2919 4.5364 -4.3781
H39 3.1235 0.9273 2.3322
H40 2.2682 -5.8280 -0.9949
H41 0.8278 -2.0389 -4.4216
H42 0.6694 -0.6207 4.2966
H43 2.6891 -1.4496 3.0950
H44 -2.6114 -3.4772 2.0726
H45 -1.9542 -7.0784 0.7371
H46 4.6653 -1.6878 4.8843
H47 1.1688 1.1430 0.5662
H48 -1.9317 -2.2832 6.4734
H49 -1.1555 -6.8922 2.3074
H50 -0.7065 -2.4593 -2.1591
H51 0.4218 -4.1779 -5.9801
H52 -3.7248 0.9418 4.5338
H53 -1.2093 -4.6021 2.3702
H54 5.2727 -1.0979 -3.7820
H55 -0.4452 4.8463 -0.5493
H56 -6.0872 2.8550 -3.6280
H57 1.6499 -1.8196 -0.2418
H58 -2.2054 1.3965 5.3931
H59 -2.5698 0.4204 0.8274
H60 1.1152 -0.0287 6.7106
H61 0.2903 2.5453 -2.1913
H62 3.6829 -0.6344 7.2274
H63 -2.7471 -1.1044 -0.0955
H64 2.7306 -3.5522 -1.8695

## Properties
- Relative energy (zero: lowest compared OMol25 entry of this formula, charge and spin): 0.0 kJ/mol
- Electronic energy: -105965.0858 eV
- Highest occupied orbital energy: -7.5 eV
- Frontier orbital gap: 0.2909 hartree

(2)
Computed, not measured: the ion C17H11F4S with charge +1, with ωB97M-V/def2-TZVPD.

CARTESIAN COORDINATES (ANGSTROEM)
S1 1.4634 -0.5258 2.3833
F1 -4.5716 -1.4808 -0.9853
F2 3.2806 3.0609 -1.1209
F3 -3.0859 3.0266 -1.3586
F4 4.6927 -1.4837 -1.2706
C1 3.6869 -0.5532 -1.2895
C2 -1.0821 -0.5973 2.2695
C3 -0.7052 -1.4052 3.3936
C4 1.6466 1.3211 -0.9403
C5 1.3768 -0.0765 -0.7918
C6 0.6881 -1.4798 3.5417
C7 2.9726 1.6858 -1.2146
C8 -3.5501 -0.5768 -1.1312
C9 -2.7983 1.6501 -1.3720
C10 0.0388 -0.1965 1.4932
C11 -3.8635 0.7860 -1.2100
C12 -2.2375 -1.0091 -0.9285
C13 -1.2093 -0.0931 -0.8430
C14 0.0740 -0.5145 -0.1887
C15 4.0089 0.7998 -1.2692
C16 -1.4643 1.2676 -1.2493
C17 2.3785 -0.9924 -1.0393
H1 -0.7072 1.9990 -1.4387
H2 -2.1130 -0.2695 2.1374
H3 1.1881 -1.9797 4.3896
H4 0.9105 2.0836 -0.7722
H5 0.0327 0.9074 1.1626
H6 -4.9023 1.1217 -1.1633
H7 0.0775 -1.6458 -0.1389
H8 -2.0356 -2.0706 -0.8254
H9 -1.4104 -1.8152 4.0851
H10 2.1546 -2.0605 -1.0257
H11 5.0650 1.1164 -1.2890

## Properties
- Charge: +1
- Electronic energy: -39503.0626 eV
- Highest occupied orbital energy: -12.7 eV
- Frontier orbital gap: 0.2444 hartree

(3)
Computed, not measured: a structure of composition C5H6CdLiO4, with ωB97M-V/def2-TZVPD.

CARTESIAN COORDINATES (ANGSTROEM)
Cd1 -2.8988 -1.6840 -0.5532
O1 -3.0364 -0.7445 1.0500
O2 2.8988 1.2186 1.3893
O3 2.3407 1.0561 -0.7433
O4 1.4589 -0.3452 0.7957
C1 -0.8617 0.1871 -1.2412
C2 0.6232 -0.9286 -0.2005
C3 -0.9085 -0.2693 0.0549
C4 2.2434 0.6980 0.4546
C5 -1.9213 0.0634 1.0585
Li1 3.6614 2.3398 -0.0280
H1 0.4961 -1.9785 0.0968
H2 -1.0374 -0.5849 1.6868
H3 1.1816 -1.0024 -1.1397
H4 -1.5514 1.0081 -1.4761
H5 -0.4822 -0.1629 -2.2028
H6 -2.2065 1.1294 0.9983

## Properties
- Charge: +1
- Relative energy (zero: lowest compared OMol25 entry of this formula, charge and spin): 355.5 kJ/mol
- Electronic energy: -18229.0586 eV
- Highest occupied orbital energy: -12.9 eV
- Frontier orbital gap: 0.2250 hartree

(4)
Computed, not measured: a structure of composition C41H42IrP2S, with ωB97M-V/def2-TZVPD.

CARTESIAN COORDINATES (ANGSTROEM)
Ir1 0.2033 -0.4984 -1.2526
S1 0.2135 3.9907 -0.0274
P1 -1.8523 -1.2962 -1.2081
P2 0.6786 -2.5750 -0.8022
C1 4.3079 -2.3877 0.9984
C2 -4.1411 -2.3558 -2.5304
C3 2.5511 -5.4034 -3.1221
C4 1.6026 -6.5993 -1.2320
C5 0.9800 -5.4164 -0.8040
C6 0.4164 3.8889 3.1538
C7 1.9743 -4.2099 -2.6655
C8 1.8706 1.8773 2.8322
C9 2.3843 -6.5976 -2.3965
C10 -4.5187 1.6839 -1.7690
C11 -0.2989 0.4788 3.1276
C12 3.1139 -2.9242 0.5243
C13 2.1276 -0.6878 0.5386
C14 -3.1616 -0.0823 -0.8716
C15 1.1181 0.8987 3.6226
C16 1.4270 3.0700 2.4202
C17 2.6851 5.0365 -0.2137
C18 -4.9370 0.8259 0.4546
C19 -5.2469 1.7029 -0.5814
C20 -1.0679 3.5587 2.9339
C21 1.3259 5.2159 0.1550
C22 -2.7449 -2.4542 -2.3791
C23 -3.4479 0.8106 -1.9050
C24 -1.0726 1.1797 2.0630
C25 -4.8130 -3.3517 -3.2317
C26 -1.4366 2.4698 1.9823
C27 -2.0272 -3.5527 -2.8768
C28 3.2862 7.1426 0.8259
C29 -0.5967 -2.9662 0.4467
C30 0.9695 6.4642 0.7664
C31 3.6537 5.9911 0.1035
C32 4.4395 -1.0102 1.1837
C33 -2.7358 -4.6006 -3.4600
C34 -3.8964 -0.0806 0.3159
C35 2.0606 -2.0480 0.2608
C36 3.3697 -0.1496 0.9077
C37 1.2050 1.2009 -1.8476
C38 1.9247 7.4143 1.1012
C39 1.1879 -4.1946 -1.4924
C40 -4.1112 -4.4721 -3.6839
C41 -1.7937 -2.3217 0.2990
H1 1.6318 8.3524 1.5811
H2 -4.7889 2.3346 -2.5882
H3 -4.6526 -5.2434 -4.2265
H4 -2.8707 0.7572 -2.8224
H5 -3.6981 -0.8252 1.0719
H6 2.9413 1.6905 2.7798
H7 -0.0806 6.5929 1.0177
H8 4.0580 7.8451 1.1549
H9 -2.7217 -2.5739 0.8177
H10 5.1353 -3.0563 1.1926
H11 -0.3104 -3.7239 1.1836
H12 2.2538 3.7180 2.0419
H13 1.2176 -0.0073 0.4160
H14 -0.1756 -0.5699 2.7970
H15 5.3727 -0.5949 1.5565
H16 -2.2187 -5.5128 -3.7434
H17 -2.1987 2.7254 1.2263
H18 0.5659 4.9406 2.8947
H19 3.1387 -5.4032 -4.0500
H20 0.3365 -5.4504 0.0786
H21 2.1373 -3.2712 -3.2077
H22 -4.6995 -1.5437 -2.0577
H23 1.4736 -7.5292 -0.6581
H24 2.8528 -7.5224 -2.7464
H25 3.4489 0.9345 0.9606
H26 2.9651 -3.9884 0.3373
H27 0.9031 1.6427 -2.8168
H28 2.9470 4.0961 -0.6997
H29 1.0158 1.2215 4.6651
H30 1.5650 1.9821 -1.1300
H31 1.7708 0.0229 3.6862
H32 -5.4859 0.8341 1.3878
H33 -1.5398 0.4474 1.3641
H34 -1.4911 3.3101 3.9313
H35 0.5940 3.8569 4.2450
H36 2.0670 0.5152 -2.1102
H37 -0.9402 -3.6272 -2.7465
H38 -1.5692 4.4509 2.5320
H39 -5.8814 -3.2331 -3.3987
H40 -6.0360 2.4374 -0.4365
H41 4.6988 5.8188 -0.1988
H42 -0.9083 0.4838 4.0542

## Properties
- Charge: +2
- Electronic energy: -75426.8260 eV
- <S²>: 8.7947
- Spin multiplicity: 6
- Highest occupied orbital energy (alpha / beta): -11.2 / -13.7 eV
- Frontier orbital gap (alpha / beta): 0.2391 / 0.1752 hartree